The following is a quantum chemistry calculation of a cluster of 10 separate species, C40H110N10O10 in total, from OMol25.

Structure (XYZ):
```
170
Properties=species:S:1:pos:R:3:forces:R:3
C -0.638772 2.481803 -0.755427 0.562 0.048 -1.149
O -0.725297 3.255650 -1.953361 -0.465 -0.261 0.681
C -1.381985 4.465860 -1.722521 0.300 0.905 0.843
C -1.420543 5.231944 -3.011765 -0.756 -0.893 -1.844
C -0.044606 5.431831 -3.624342 0.300 1.009 0.496
N -2.141089 6.487848 -2.891037 -0.208 0.194 0.600
H -1.604436 2.290286 -0.284072 -0.071 0.214 -0.005
H 0.071985 2.972411 -0.079226 -0.208 -0.169 0.225
H -0.236256 1.538237 -1.110117 0.031 -0.175 0.412
H -2.372866 4.274661 -1.280647 -0.117 0.137 -0.314
H -0.849286 5.102899 -0.983992 0.045 -0.338 -0.047
H -1.965441 4.572371 -3.725619 0.207 0.025 0.212
H -0.114309 5.902426 -4.609265 -0.135 -0.265 -0.065
H 0.524781 4.510041 -3.686270 -0.058 -0.078 -0.069
H 0.521297 6.160690 -3.021630 -0.033 -0.281 0.040
H -3.114594 6.297630 -2.662325 0.178 0.120 -0.001
H -2.148100 6.992700 -3.767787 0.117 -0.049 -0.034
C 1.805491 2.061432 -3.021398 -0.196 -0.796 -0.081
O 2.685178 2.768120 -3.833486 0.436 0.325 -0.095
C 3.836490 3.163753 -3.157743 0.541 -0.874 1.078
C 4.720167 3.877980 -4.101445 0.453 1.595 -0.946
C 6.093751 4.092391 -3.485962 0.690 -0.254 -0.312
N 4.102588 5.194868 -4.541076 -0.651 -1.093 -0.539
H 1.767292 2.457568 -2.006481 -0.251 0.321 -0.023
H 2.088773 1.000746 -2.919301 0.068 0.059 -0.160
H 0.867414 2.149535 -3.549831 -0.550 -0.237 0.445
H 3.606371 3.721639 -2.229958 -0.167 0.391 -0.441
H 4.425221 2.309816 -2.754530 -0.396 -0.137 -0.360
H 4.866655 3.240188 -4.985337 -0.181 -0.043 0.185
H 6.079747 4.685509 -2.571546 -0.147 -0.066 0.033
H 6.796835 4.570381 -4.175700 -0.354 0.223 -0.043
H 6.565689 3.114374 -3.303875 -0.243 0.178 0.284
H 3.075755 5.085194 -4.470007 0.614 0.033 0.431
H 4.161114 5.224552 -5.567798 0.491 0.208 0.482
C 1.086060 -5.365558 4.766648 -0.825 0.930 -0.081
O 0.960810 -4.992095 3.401715 -0.294 0.032 0.094
C 0.200442 -5.888361 2.599619 -0.137 0.047 -0.166
C 1.037209 -7.009466 2.009757 0.981 0.179 -0.373
C 2.352069 -6.478159 1.440140 0.854 0.268 -0.072
N 0.243691 -7.665553 0.996835 -0.758 -0.350 -1.442
H 1.558157 -4.509464 5.260122 0.496 -0.436 -0.100
H 1.613730 -6.309362 4.892848 0.146 0.031 0.157
H 0.098210 -5.393072 5.264207 0.134 -0.455 -0.334
H -0.648148 -6.312890 3.152114 0.104 0.098 0.048
H -0.216571 -5.328389 1.751109 0.126 0.197 0.233
H 1.314344 -7.695565 2.821326 -0.311 -0.224 -0.180
H 3.026440 -7.285325 1.124666 -0.278 -0.124 0.156
H 2.923990 -5.871325 2.158697 -0.249 -0.099 -0.097
H 2.203689 -5.884870 0.533363 -0.279 0.155 0.112
H 0.105636 -7.095659 0.113835 0.330 -0.172 1.395
H 0.701819 -8.482909 0.592506 0.050 0.028 0.607
C -0.942959 -1.734072 -3.263037 0.340 0.043 -0.083
O -2.326531 -1.692461 -3.464079 -0.113 -0.606 0.313
C -2.726825 -0.539905 -4.146837 0.219 0.036 -0.618
C -4.220521 -0.381161 -4.001574 -0.756 -0.651 -0.036
C -4.646111 -0.046379 -2.576445 -0.576 1.602 -0.489
N -4.977885 -1.599298 -4.446235 1.353 -0.203 -0.012
H -0.406595 -1.551687 -4.205637 0.063 0.223 0.164
H -0.634875 -2.724046 -2.934526 -0.283 0.061 0.152
H -0.663665 -1.005590 -2.489965 0.244 0.086 -0.180
H -2.167020 0.330068 -3.775993 -0.212 0.114 0.069
H -2.478857 -0.644926 -5.222870 0.026 0.037 0.182
H -4.531088 0.437160 -4.660851 0.097 -0.024 0.070
H -3.965853 0.699828 -2.154465 0.320 -0.491 0.280
H -4.827237 -0.890999 -1.926053 0.307 -0.189 0.094
H -5.570455 0.548212 -2.638595 -0.110 -0.544 0.061
H -4.520515 -1.930482 -5.313265 -0.528 0.338 0.292
H -4.690274 -2.345425 -3.793379 -0.349 0.422 -0.180
C -5.217442 2.273270 3.324807 0.591 0.412 0.972
O -6.536735 2.464438 2.981588 -0.923 0.595 -1.312
C -6.723070 3.714062 2.287071 0.533 -0.994 -0.066
C -8.192312 3.844465 2.040412 -0.917 1.912 0.376
C -8.529183 5.151061 1.278589 -0.462 -0.792 -0.317
N -8.944094 3.887571 3.340880 1.523 -0.798 0.502
H -5.132291 1.283274 3.754828 0.153 -0.144 0.152
H -5.004062 3.046000 4.076402 0.654 -0.233 0.168
H -4.490957 2.379531 2.513230 -0.175 -0.020 -0.279
H -6.314224 4.535158 2.906465 -0.182 -0.100 -0.200
H -6.180812 3.672146 1.322824 0.012 0.100 0.320
H -8.515361 3.039590 1.378890 -0.170 -0.339 0.517
H -9.603749 5.181041 1.074380 0.011 -0.122 0.258
H -8.086687 5.142369 0.272225 0.330 0.320 0.431
H -8.315895 6.044673 1.864688 0.400 0.031 -0.173
H -8.454886 3.187866 3.946640 -0.900 0.169 -0.720
H -8.615008 4.728418 3.843110 -0.453 0.006 -0.631
C 5.348613 -2.968279 1.430853 0.412 -1.061 0.443
O 4.654583 -1.777160 1.301237 -0.662 0.499 -0.148
C 5.380642 -0.627821 1.622569 0.883 0.455 -1.609
C 5.342686 -0.285989 3.060997 0.009 0.719 1.906
C 3.924989 -0.035607 3.562867 -0.077 -0.636 -0.363
N 6.159460 0.932580 3.274996 -0.116 -0.209 -1.105
H 5.841867 -3.229437 0.492217 0.202 -0.048 0.030
H 4.654006 -3.769484 1.697614 -0.136 0.078 -0.206
H 6.066861 -2.932648 2.257601 0.155 0.056 -0.192
H 6.426563 -0.690885 1.260593 -0.126 -0.417 0.265
H 4.997981 0.186727 0.994254 -0.384 0.044 0.357
H 5.704820 -1.126287 3.678621 0.249 0.019 -0.383
H 3.411735 0.700047 2.943982 0.085 0.303 0.210
H 3.989625 0.252152 4.607909 -0.278 0.254 0.040
H 3.341094 -0.962340 3.489722 0.090 0.089 0.125
H 6.658325 0.993935 4.146445 -0.088 -0.287 0.232
H 6.842232 1.001187 2.521755 -0.012 0.133 0.352
C -0.191787 -5.821359 -5.828464 0.496 -0.092 -0.042
O -0.216419 -6.282120 -4.504430 0.061 -0.554 -0.187
C -1.035982 -5.465893 -3.727658 -0.177 1.319 0.062
C -1.154571 -6.007597 -2.332847 0.084 -1.281 0.706
C -2.042452 -5.147473 -1.444166 0.412 0.220 -0.126
N 0.203236 -6.160978 -1.710678 -0.603 2.206 -0.476
H 0.185117 -4.789013 -5.841454 -0.240 0.026 -0.243
H -1.181085 -5.904088 -6.287548 -0.027 0.232 -0.051
H 0.503744 -6.444472 -6.386062 0.017 -0.053 -0.021
H -0.572496 -4.457073 -3.650435 -0.040 -0.372 -0.065
H -1.996255 -5.276810 -4.238113 -0.088 -0.362 0.259
H -1.595214 -7.017749 -2.345421 0.060 0.189 -0.293
H -3.088614 -5.185421 -1.741943 -0.019 0.009 -0.112
H -1.703808 -4.103506 -1.490038 -0.140 -0.099 0.152
H -1.968691 -5.501863 -0.416150 0.003 0.044 0.029
H 0.468292 -5.141305 -1.553802 0.238 -1.487 0.016
H 0.830167 -6.420753 -2.475900 -0.080 -0.198 0.258
C -1.558044 0.481677 2.182043 -0.227 0.769 0.209
O -1.291074 -0.189546 0.991086 0.226 -0.595 -0.315
C -0.466279 -1.341952 1.080023 -0.667 0.079 0.508
C 0.971797 -1.028985 1.426663 1.154 -0.348 -1.298
C 1.515109 0.034016 0.460028 -0.133 0.415 0.077
N 1.764049 -2.265851 1.154928 0.559 0.170 1.259
H -0.686903 1.025268 2.582451 -0.075 -0.032 -0.169
H -1.965000 -0.110377 3.017388 0.062 -0.360 -0.400
H -2.323434 1.194336 1.867099 0.054 0.226 0.488
H -0.899965 -2.018932 1.827361 0.057 -0.143 0.024
H -0.540004 -1.831889 0.108583 0.213 0.035 -0.035
H 1.055548 -0.661792 2.459378 0.042 -0.166 -0.074
H 2.603636 0.024949 0.380478 0.046 -0.078 0.332
H 1.202640 1.036778 0.771041 0.078 -0.132 -0.080
H 1.163224 -0.112622 -0.566897 -0.151 -0.192 0.165
H 1.544216 -2.980192 1.858986 -0.037 0.132 -0.243
H 2.788488 -2.074152 1.277688 -1.296 -0.010 -0.145
C 2.472644 -1.305491 -5.044601 -0.116 0.091 -1.145
O 2.509415 -1.761667 -3.737212 0.120 0.045 0.514
C 3.128009 -3.023754 -3.590281 0.082 0.347 0.007
C 3.157002 -3.373810 -2.119174 -0.996 -0.871 0.204
C 3.817102 -4.763215 -1.976005 -0.180 0.853 -0.942
N 1.729747 -3.412963 -1.636643 0.894 0.932 0.449
H 1.946162 -1.997231 -5.730060 -0.037 0.034 0.303
H 3.467953 -1.161634 -5.496812 -0.014 0.044 0.328
H 1.942317 -0.354463 -5.051937 0.051 0.038 -0.010
H 2.536789 -3.759321 -4.158994 0.182 -0.153 0.127
H 4.156251 -2.993188 -3.982085 -0.134 0.001 -0.077
H 3.718370 -2.620160 -1.546147 0.062 -0.041 -0.296
H 4.637175 -4.826569 -2.706841 0.291 0.053 0.613
H 3.124414 -5.515936 -2.336536 -0.321 -0.206 0.374
H 4.132811 -4.941148 -0.957050 0.136 -0.298 0.085
H 1.750828 -3.129881 -0.626973 -0.191 -0.373 -0.786
H 1.292777 -2.594057 -2.078028 0.113 -0.328 0.191
C -1.382695 3.821218 5.051243 0.233 -0.460 -0.770
O -0.682900 4.613700 5.969934 -0.658 0.664 0.173
C -1.439889 5.755850 6.380206 -0.035 -0.481 -0.250
C -0.727117 6.416289 7.508592 -0.208 0.547 1.504
C -0.602222 5.477485 8.701559 0.912 -0.772 0.234
N -1.488991 7.622399 7.912009 -0.150 -0.221 -0.844
H -1.886170 4.396558 4.259874 0.142 0.173 0.177
H -2.140655 3.149705 5.481538 0.135 0.223 0.335
H -0.621030 3.207445 4.565260 -0.166 -0.119 -0.024
H -1.541393 6.485044 5.564100 -0.226 -0.309 -0.057
H -2.426598 5.428699 6.760873 0.060 0.121 -0.369
H 0.253932 6.746359 7.164971 0.081 -0.049 0.049
H 0.014177 4.584607 8.501951 -0.229 0.309 -0.174
H -1.567130 5.110362 9.060297 -0.137 0.184 -0.173
H -0.112266 5.977872 9.539222 -0.074 0.146 -0.002
H -2.446168 7.363579 8.136295 0.103 0.002 0.013
H -1.102476 8.040279 8.742158 0.202 0.021 0.158
```
Forces are in eV/Å.

As for the energy above the lowest of the compared OMol25 structures with the same formula, charge and spin: 133.7 kJ/mol. Its structure (SMILES) is COC[C@H](C)N.COC[C@H](C)N.COC[C@H](C)N.COC[C@H](C)N.COC[C@H](C)N.COC[C@H](C)N.COC[C@H](C)N.COC[C@H](C)N.COC[C@H](C)N.COC[C@H](C)N. For the highest occupied orbital energy, the calculation gives -0.312 Ha. Its net charge is 0.